90
Properties=species:S:1:pos:R:3:forces:R:3:mulliken_charge:R:1 method="wB97M-V/def2-TZVPD" homo_ev=0.64 e_tot_ha=-10525.1062 orbital_gap_ev=1.779 total_charge=-2
O -2.815 -0.251 0.239 2.056 0.342 -0.394 -0.8487
C -1.534 0.305 0.465 -2.275 -0.720 -0.382 -0.0935
C -0.162 -0.108 -0.304 -0.565 -3.593 -1.240 0.0193
O 0.004 -1.482 -0.482 0.320 1.050 0.757 -0.8005
H -1.393 0.213 1.541 0.892 0.147 0.593 0.1731
H -1.672 1.344 0.163 0.623 1.293 0.123 -0.0402
H 0.787 0.291 0.055 0.106 0.915 1.469 0.0210
H -0.157 0.304 -1.313 -0.830 0.907 -0.857 0.0170
C 2.884 -5.445 -2.631 -0.140 0.046 0.300 -0.7984
N 1.804 -5.586 -3.642 -0.623 1.002 1.044 0.9372
O 2.110 -6.091 -4.687 0.144 -0.740 -1.253 -0.5727
O 0.709 -5.139 -3.353 0.487 -0.472 -0.217 -0.4941
H 2.876 -6.342 -2.013 -0.082 0.041 -0.062 0.2838
H 2.601 -4.581 -2.030 0.349 -0.043 -0.030 0.3450
H 3.827 -5.382 -3.174 -0.173 0.205 0.203 0.2914
C -0.222 4.789 -1.300 0.528 0.730 0.215 -0.6562
N -0.564 5.481 -0.043 -2.166 0.549 2.864 0.8454
O -0.035 5.190 1.034 0.225 0.023 -1.947 -0.4965
O -1.515 6.283 -0.068 1.177 -0.622 -0.660 -0.5535
H -0.254 3.715 -1.121 -0.020 0.053 -0.080 0.2187
H 0.789 5.155 -1.482 0.088 -0.451 -0.363 0.2708
H -0.919 5.187 -2.037 0.165 -0.412 0.060 0.3200
C 0.496 -4.051 4.225 0.082 -0.397 0.540 -0.7296
N -0.782 -4.826 4.182 -0.768 1.148 -2.065 0.9218
O -1.613 -4.464 3.388 -0.204 0.990 -0.683 -0.4830
O -0.976 -5.776 4.870 0.907 -1.818 2.243 -0.5884
H 0.585 -3.414 3.345 -0.222 -0.180 0.122 0.3423
H 1.288 -4.795 4.310 0.006 0.188 -0.066 0.2707
H 0.439 -3.480 5.151 0.130 0.095 -0.133 0.2624
C -3.636 1.457 -3.935 0.585 0.609 1.268 -0.6716
N -4.211 0.288 -4.520 0.724 -2.877 -1.439 0.8642
O -4.909 0.398 -5.520 -0.255 0.012 0.338 -0.5797
O -3.858 -0.785 -4.019 -1.005 1.513 -0.756 -0.4641
H -3.762 2.373 -4.513 -0.378 -0.386 0.020 0.2917
H -2.583 1.213 -3.796 -0.114 0.179 0.278 0.2532
H -4.147 1.423 -2.973 0.462 0.807 0.357 0.2948
C -5.073 3.944 2.458 -0.445 -0.347 -0.716 -0.6657
N -5.800 4.522 3.630 0.506 0.318 -1.409 0.8286
O -5.377 4.120 4.708 -1.411 1.086 -0.465 -0.5010
O -6.665 5.368 3.354 0.922 -1.204 1.648 -0.5217
H -4.024 4.217 2.572 -0.130 -0.460 0.008 0.2678
H -5.473 4.286 1.503 -0.026 0.627 0.400 0.2909
H -5.299 2.878 2.427 0.658 -0.096 0.504 0.2938
C -4.853 -1.368 7.494 0.506 -0.853 0.385 -0.2422
C -5.801 -2.415 7.743 1.110 1.586 -1.428 -0.5336
C -6.198 -3.167 6.650 -0.593 -0.508 -0.494 -0.1251
C -5.634 -3.013 5.367 1.555 1.830 0.306 -0.0330
C -4.623 -2.044 5.201 0.259 -0.087 0.546 -0.2768
C -4.150 -1.270 6.300 -2.444 -0.774 -1.019 -0.7559
N -6.039 -3.795 4.167 -0.689 -0.939 -0.309 0.9756
O -5.744 -3.453 3.036 0.125 0.418 1.379 -0.5295
O -6.679 -4.821 4.404 0.172 0.507 0.261 -0.5992
H -4.569 -0.604 8.203 -0.276 -0.269 0.671 0.3366
H -6.275 -2.559 8.703 -0.041 0.165 -0.027 0.3607
H -7.066 -3.795 6.782 0.201 -0.500 -0.148 0.3586
H -4.185 -1.805 4.243 -0.101 -0.466 -0.337 0.6445
H -3.487 -0.442 6.098 0.220 -0.147 0.120 0.4124
C 4.732 4.620 2.641 -3.286 -2.234 -0.055 -0.5931
C 4.021 3.682 1.827 1.152 0.839 -1.281 -0.4753
C 4.247 3.704 0.418 -0.282 -1.835 1.852 -0.4388
C 5.231 4.485 -0.106 0.630 1.934 -1.281 0.1591
C 5.804 5.497 0.684 -0.320 -0.418 -0.496 -0.2635
C 5.422 5.584 2.024 2.900 1.292 -1.355 -0.3760
N 5.505 4.429 -1.589 -0.506 -1.346 -2.901 0.8469
O 6.377 5.139 -2.134 -0.951 -0.466 1.953 -0.6142
O 4.827 3.631 -2.345 1.291 1.826 2.986 -0.5654
H 4.566 4.684 3.707 -0.038 -0.237 0.083 0.3501
H 3.334 2.915 2.150 0.035 0.167 0.525 0.4883
H 3.835 2.912 -0.189 -0.393 0.183 -0.122 0.5619
H 6.546 6.172 0.284 -0.148 0.059 -0.176 0.4165
H 5.936 6.345 2.592 -0.146 0.183 0.221 0.3110
C 4.500 -0.948 -6.199 -1.096 0.122 -0.369 -0.5081
C 4.248 -1.271 -7.532 -0.521 0.917 0.801 -0.2691
C 2.933 -1.555 -7.938 1.022 -0.803 -0.100 -0.4424
C 1.893 -1.523 -7.024 -0.081 -0.537 0.561 0.5082
C 2.112 -1.180 -5.684 -0.128 -1.142 -1.352 -0.6292
C 3.416 -0.910 -5.317 0.488 0.171 0.793 -0.6137
N 0.537 -2.116 -7.381 0.029 1.727 0.434 0.9539
O 0.529 -2.863 -8.325 -0.161 -0.548 -0.360 -0.5875
O -0.452 -1.734 -6.758 1.297 -0.552 -0.464 -0.5416
H 5.490 -0.723 -5.831 0.064 -0.018 -0.067 0.3954
H 5.055 -1.181 -8.244 -0.033 -0.457 -0.208 0.3497
H 2.902 -2.037 -8.904 -0.871 0.368 -0.234 0.3470
H 1.303 -1.435 -5.015 0.000 0.721 0.471 0.5561
H 3.626 -0.708 -4.277 -0.074 0.025 0.155 0.4744
C 4.866 -2.338 0.964 0.853 0.188 1.024 -0.3004
Br 6.396 -1.952 -0.279 -1.106 -0.146 0.687 -0.0744
Br 4.944 -1.159 2.625 -0.051 -0.506 -1.187 -0.1010
Br 4.955 -4.192 1.599 -0.096 0.424 -0.406 -0.0804
H 3.893 -2.170 0.503 0.214 0.080 -0.172 0.3967